[1]
144
Properties=species:S:1:pos:R:3:mulliken_charge:R:1 method="wB97M-V/def2-TZVPD" charge=-1 de_lowest_kj_mol=43.6 multiplicity=2 s_squared=0.750 homo_ev="0.80 / -6.50" orbital_gap_ev="1.05 / 8.32"
C 20.552 -14.188 -6.876 -0.74
O 21.685 -13.336 -6.778 -0.38
C 22.504 -13.225 -7.895 -0.61
C 21.890 -12.751 -9.234 -0.51
N 22.748 -11.800 -9.976 -0.42
C 22.087 -11.018 -11.141 -0.67
C 21.725 -11.703 -12.437 -0.50
O 20.651 -12.649 -12.210 -0.27
C 20.364 -13.530 -13.283 -0.82
H 20.033 -14.139 -5.919 0.32
H 20.752 -15.200 -7.228 0.31
H 19.816 -13.722 -7.532 0.29
H 23.012 -14.185 -7.976 0.35
H 23.354 -12.588 -7.650 0.40
H 20.830 -12.501 -9.188 0.35
H 21.903 -13.613 -9.901 0.20
H 23.091 -11.340 -9.145 0.25
H 22.834 -10.271 -11.410 0.41
H 21.356 -10.368 -10.659 0.39
H 22.610 -12.182 -12.857 0.34
H 21.353 -11.075 -13.247 0.41
H 20.413 -13.087 -14.278 0.30
H 19.355 -13.936 -13.224 0.26
H 21.109 -14.324 -13.238 0.33
C 15.333 -27.942 -1.150 -1.00
O 16.117 -26.806 -1.014 -0.19
C 17.241 -26.772 -1.951 -0.03
C 17.887 -25.457 -1.551 -0.94
N 18.808 -24.955 -2.558 0.49
C 19.718 -24.026 -1.887 -0.92
C 20.917 -23.613 -2.784 -0.27
O 21.175 -22.228 -2.831 0.56
C 22.623 -21.885 -2.773 -2.02
H 15.545 -28.591 -0.299 0.31
H 15.465 -28.410 -2.125 0.18
H 14.262 -27.739 -1.140 0.32
H 16.970 -26.714 -3.005 0.23
H 17.913 -27.593 -1.698 0.12
H 18.426 -25.540 -0.607 0.40
H 17.142 -24.711 -1.272 0.46
H 19.397 -25.737 -2.805 -0.25
H 20.151 -24.439 -0.976 0.47
H 19.229 -23.135 -1.494 0.51
H 20.882 -23.979 -3.810 -0.32
H 21.824 -24.049 -2.365 0.40
H 22.728 -20.858 -3.122 0.34
H 23.230 -22.573 -3.362 0.42
H 23.002 -21.900 -1.752 0.40
C 18.190 -26.100 -6.603 -0.26
O 18.493 -25.161 -7.649 -0.38
C 18.165 -23.761 -7.397 -0.90
C 18.931 -23.246 -6.184 -0.34
N 19.088 -21.799 -6.222 -0.16
C 17.872 -21.093 -6.127 -0.17
C 17.880 -19.571 -6.400 -1.17
O 18.825 -18.895 -5.532 -0.04
C 18.936 -17.596 -5.895 -1.01
H 17.145 -26.063 -6.295 0.31
H 18.843 -25.888 -5.757 -0.18
H 18.528 -27.048 -7.020 0.34
H 17.087 -23.675 -7.254 0.36
H 18.293 -23.113 -8.263 0.49
H 19.883 -23.774 -6.245 0.37
H 18.495 -23.609 -5.253 0.10
H 19.648 -21.377 -5.495 0.41
H 17.367 -21.305 -5.184 -0.02
H 17.113 -21.323 -6.874 0.33
H 16.844 -19.281 -6.231 0.37
H 17.999 -19.321 -7.454 0.56
H 18.213 -17.048 -5.291 0.37
H 18.572 -17.301 -6.879 0.39
H 19.966 -17.260 -5.774 0.16
C 18.338 -33.507 -3.683 -1.07
O 18.903 -32.358 -3.261 0.00
C 18.137 -31.165 -3.703 -1.25
C 19.038 -29.944 -3.515 1.24
N 19.810 -29.689 -4.661 -0.38
C 20.560 -28.387 -4.751 -0.22
C 21.345 -27.950 -3.503 -1.95
O 20.446 -27.288 -2.677 1.45
C 20.745 -27.307 -1.254 -2.87
H 18.685 -34.269 -2.986 0.24
H 18.756 -33.725 -4.666 0.32
H 17.264 -33.640 -3.819 0.33
H 17.328 -30.952 -3.005 0.24
H 17.461 -31.251 -4.554 0.36
H 19.582 -29.941 -2.570 -0.08
H 18.355 -29.108 -3.371 -0.23
H 20.426 -30.478 -4.795 0.33
H 19.870 -27.580 -4.999 -0.37
H 21.266 -28.248 -5.570 0.49
H 22.137 -27.253 -3.777 1.00
H 21.803 -28.757 -2.931 0.25
H 19.889 -27.015 -0.645 0.17
H 21.530 -26.604 -0.976 0.45
H 21.028 -28.342 -1.065 0.98
C 14.807 -21.558 -1.609 -0.84
O 15.966 -20.778 -2.055 -0.48
C 17.135 -21.541 -2.318 -1.03
C 18.319 -20.557 -2.367 -0.71
N 18.616 -20.132 -0.987 -0.31
C 20.035 -19.796 -0.663 -0.83
C 20.824 -18.984 -1.665 0.15
O 20.619 -17.558 -1.543 -0.43
C 21.399 -16.685 -2.435 -0.73
H 14.536 -22.255 -2.402 0.32
H 13.949 -20.943 -1.336 0.28
H 15.140 -22.207 -0.800 0.33
H 17.114 -22.180 -3.201 0.21
H 17.071 -22.041 -1.351 0.76
H 18.189 -19.687 -3.011 1.22
H 19.175 -21.062 -2.815 -0.07
H 18.046 -19.308 -0.855 0.30
H 20.567 -20.736 -0.515 0.17
H 20.043 -19.350 0.332 0.44
H 20.399 -19.251 -2.633 0.09
H 21.874 -19.273 -1.625 0.42
H 20.501 -16.335 -2.944 0.25
H 22.069 -17.263 -3.073 0.27
H 22.004 -15.930 -1.933 0.29
C 15.102 -28.273 -7.769 -0.80
O 14.903 -26.941 -8.215 -0.31
C 15.656 -26.742 -9.380 -0.13
C 15.203 -25.392 -10.007 -0.58
N 16.100 -24.921 -11.149 -0.50
C 17.512 -24.636 -10.778 -0.09
C 18.467 -24.292 -11.953 -0.99
O 18.705 -22.868 -11.980 -0.25
C 19.009 -22.483 -13.305 -0.81
H 16.183 -28.280 -7.632 0.26
H 14.786 -28.961 -8.553 0.34
H 14.629 -28.526 -6.820 0.27
H 15.392 -27.485 -10.134 0.34
H 16.726 -26.660 -9.190 0.13
H 15.232 -24.620 -9.238 0.26
H 14.171 -25.426 -10.354 0.33
H 15.737 -23.996 -11.332 0.33
H 17.854 -25.495 -10.202 0.27
H 17.445 -23.827 -10.049 0.23
H 18.115 -24.780 -12.862 0.40
H 19.386 -24.816 -11.691 0.36
H 18.286 -22.839 -14.039 0.31
H 19.940 -23.028 -13.458 0.33
H 19.074 -21.395 -13.281 0.22

[2]
18
Properties=species:S:1:pos:R:3:mulliken_charge:R:1 method="wB97M-V/def2-TZVPD" homo_ev=-7.95 orbital_gap_ev=8.50
C 1.158 1.303 -0.315 -0.31
C 2.398 0.479 -0.458 -0.19
C 0.307 1.379 1.013 -0.62
N 2.322 -0.692 0.004 0.63
N 2.455 -1.702 0.514 -0.68
N -0.599 0.224 1.251 -0.59
N -2.780 -0.154 -0.517 -0.62
N -0.682 -2.019 -0.137 -0.51
P -1.036 -0.444 -0.073 0.64
S -0.025 0.591 -1.624 -0.24
H 1.268 2.354 -0.565 0.42
H 3.111 0.734 -1.272 0.31
H 0.895 1.479 1.886 0.33
H -0.256 2.299 1.030 0.34
H -3.225 -0.710 -1.205 0.23
H -3.267 -0.207 0.368 0.29
H -0.778 -2.310 0.833 0.29
H -1.267 -2.602 -0.734 0.27

[3]
58
Properties=species:S:1:pos:R:3:mulliken_charge:R:1 method="wB97M-V/def2-TZVPD" de_lowest_kj_mol=2028.3 homo_ev=-7.80 orbital_gap_ev=7.78
C 2.581 4.032 -0.608 -1.05
H 2.313 4.954 -0.256 0.39
O 2.225 2.996 -0.016 -0.23
C 0.773 2.633 0.033 0.89
C -0.200 3.328 -0.675 -0.64
C -1.633 3.160 -0.372 -1.00
C -2.121 1.996 0.420 0.80
C -1.117 1.295 0.707 -0.56
C 0.218 1.542 0.650 -0.42
O 1.079 0.568 1.406 -0.44
C 2.318 0.527 1.040 -0.60
C 2.345 -0.127 -0.505 -2.14
C 3.899 -0.854 -0.819 -1.47
N 4.289 -1.616 0.268 0.50
C 4.287 -1.188 1.450 -0.55
C 2.822 -0.770 2.111 -1.35
H 2.932 -0.508 3.055 0.69
H 2.183 -1.649 2.028 0.34
H 4.751 -1.847 2.193 0.43
H 4.951 -0.260 1.787 0.21
C 5.388 -2.498 -0.229 0.10
C 4.978 -3.324 -1.153 -1.31
H 5.858 -4.068 -1.354 0.38
H 4.077 -3.853 -0.954 0.34
H 5.036 -2.701 -2.487 0.20
C 6.781 -1.655 -0.457 -0.94
H 7.551 -2.532 -0.601 0.38
H 6.600 -0.923 -1.381 0.21
H 6.856 -1.047 0.490 0.28
H 5.679 -3.167 0.804 0.32
H 3.930 -0.964 -1.769 1.07
H 4.511 0.184 -0.779 0.18
H 1.807 -1.038 -0.462 0.29
H 2.117 0.408 -1.143 1.70
H 2.966 1.161 1.106 0.97
H -1.348 0.612 1.441 0.66
C -3.476 1.907 0.161 0.39
O -4.307 2.832 0.513 -0.66
N -3.901 0.655 0.527 -0.04
H -3.310 0.009 0.542 0.15
C -5.189 0.140 0.696 -1.08
H -5.984 1.182 1.032 0.26
H -5.513 -0.588 1.336 0.72
C -5.784 -0.467 -0.792 -0.69
C -7.290 -0.714 -0.847 -1.10
H -7.375 -1.126 -1.782 0.40
H -7.742 -0.094 -0.338 0.67
S -7.255 -2.387 0.344 -0.07
C -9.152 -2.356 0.025 -0.85
H -9.589 -3.242 0.778 0.26
H -9.398 -2.578 -0.963 0.31
H -9.661 -1.515 0.442 0.32
H -4.917 -1.108 -1.210 0.36
H -5.562 0.375 -1.472 0.40
H -2.181 3.849 -0.750 0.64
H 0.138 4.485 -0.842 0.21
H 3.592 3.940 -0.672 0.34
H 2.173 3.997 -1.697 0.40

[4]
91
Properties=species:S:1:pos:R:3:mulliken_charge:R:1 method="wB97M-V/def2-TZVPD" charge=+3 de_lowest_kj_mol=163.0 homo_ev=-14.96 orbital_gap_ev=6.76
Sn 1.578 0.216 -0.322 1.34
O -0.692 1.465 -0.808 -0.53
S -1.710 0.838 0.025 0.80
O -2.599 1.839 0.681 -0.09
O -1.156 -0.080 0.996 -0.89
C -2.810 -0.138 -0.961 0.25
C -3.976 0.452 -1.410 -0.47
C -4.939 -0.313 -2.062 -0.79
C -4.753 -1.671 -2.238 -0.80
C -3.572 -2.277 -1.830 -0.69
C -2.601 -1.518 -1.197 0.01
S -1.003 -2.285 -1.099 1.40
O -0.964 -3.418 -1.952 -0.67
O -0.688 -2.977 0.324 -0.11
O -0.039 -1.231 -1.372 -0.02
H -4.128 1.511 -1.235 0.62
H -5.841 0.161 -2.426 0.47
H -5.517 -2.261 -2.726 0.44
H -3.385 -3.324 -2.031 0.58
N 2.214 -3.547 3.135 0.00
C 1.214 -4.528 3.016 0.15
C 1.445 -5.815 3.486 -0.83
C 0.460 -6.779 3.368 -0.65
C -0.763 -6.477 2.772 -0.81
C -0.994 -5.205 2.292 -0.57
C -0.003 -4.234 2.411 0.88
S -0.291 -2.573 1.885 0.39
N 1.197 -1.990 1.725 0.37
C 2.226 -2.419 2.424 0.11
C 3.450 -1.568 2.475 0.49
C 4.624 -1.991 3.085 -0.66
C 5.662 -1.082 3.235 -0.67
C 5.497 0.202 2.756 -0.74
C 4.317 0.510 2.085 -0.09
N 3.316 -0.348 1.950 0.01
H 3.004 -3.775 3.717 0.23
H 2.405 -6.061 3.926 0.44
H 0.647 -7.777 3.741 0.44
H -1.530 -7.235 2.688 0.44
H -1.939 -4.956 1.825 0.47
H 4.764 -3.008 3.429 0.36
H 6.581 -1.378 3.721 0.49
H 6.267 0.950 2.886 0.47
H 4.163 1.490 1.650 0.45
C 5.531 -2.614 -0.316 -0.62
N 4.510 -3.069 -1.253 -0.29
C 3.294 -2.529 -1.362 0.59
N 2.477 -3.004 -2.321 -0.32
O 2.937 -1.598 -0.581 -0.27
H 6.460 -2.421 -0.848 0.38
H 5.720 -3.372 0.444 0.30
H 5.190 -1.701 0.161 0.08
H 4.779 -3.785 -1.907 0.21
H 2.717 -3.811 -2.870 0.22
H 1.542 -2.650 -2.390 0.01
Ge -2.078 3.802 0.811 0.77
C -2.636 4.400 -0.934 0.47
C -1.683 4.593 -1.933 -0.27
C -2.076 5.076 -3.171 -0.68
C -3.411 5.372 -3.414 -0.49
C -4.364 5.173 -2.423 -0.79
C -3.979 4.694 -1.180 -0.09
C -2.951 4.070 2.508 0.46
C -4.334 3.975 2.662 -0.08
C -4.895 4.092 3.922 -0.77
C -4.082 4.302 5.029 -0.48
C -2.706 4.408 4.878 -0.61
C -2.138 4.291 3.619 -0.43
H -0.549 3.757 0.981 -0.17
H -0.639 4.380 -1.736 0.37
H -1.338 5.247 -3.945 0.43
H -3.710 5.773 -4.373 0.42
H -5.403 5.412 -2.609 0.45
H -4.717 4.569 -0.397 0.26
H -4.972 3.803 1.803 0.25
H -5.969 4.030 4.041 0.41
H -4.525 4.380 6.013 0.41
H -2.078 4.587 5.741 0.40
H -1.064 4.378 3.498 0.32
C 1.130 1.371 -6.046 -0.89
N 1.675 1.328 -4.691 0.12
C 2.808 1.973 -4.257 -0.46
C 2.949 1.657 -2.944 -0.86
N 1.913 0.825 -2.573 0.43
C 1.167 0.654 -3.653 -0.71
H 1.362 2.330 -6.499 0.34
H 0.050 1.257 -6.009 0.34
H 1.555 0.579 -6.658 0.33
H 3.414 2.585 -4.904 0.47
H 3.709 1.980 -2.250 0.50
H 0.272 0.055 -3.703 0.50

[5]
70
Properties=species:S:1:pos:R:3:mulliken_charge:R:1 method="wB97M-V/def2-TZVPD" de_lowest_kj_mol=219.9 homo_ev="-6.01 / -6.01" orbital_gap_ev="4.91 / 4.91"
Au -0.278 -1.030 -0.359 -0.01
C 2.855 -2.690 -0.182 -1.20
Si 1.416 -2.102 0.905 0.60
C 0.673 -3.708 1.619 -0.87
C 2.333 -1.339 2.412 0.65
C 2.909 -2.249 3.312 -0.27
C 3.612 -1.854 4.437 -0.86
C 3.777 -0.503 4.703 -0.71
C 3.231 0.420 3.831 -0.72
C 2.507 0.025 2.691 0.38
Si 1.867 1.582 1.887 0.89
C 0.646 2.344 3.077 -0.87
C 3.325 2.729 1.581 -1.26
H 3.494 -3.415 0.332 0.38
H 3.482 -1.851 -0.499 0.28
H 2.446 -3.156 -1.081 0.31
H 1.418 -4.497 1.767 0.39
H -0.078 -4.085 0.922 -0.22
H 0.175 -3.527 2.576 0.37
H 2.797 -3.311 3.123 0.25
H 4.033 -2.597 5.104 0.39
H 4.321 -0.171 5.578 0.39
H 3.374 1.475 4.050 0.16
H 1.192 2.951 3.803 0.36
H 0.136 1.544 3.613 0.33
H -0.106 2.966 2.597 0.07
H 3.542 3.347 2.455 0.38
H 3.144 3.396 0.736 0.35
H 4.215 2.138 1.356 0.35
C -1.264 -6.243 -3.970 -0.94
N -0.937 -5.639 -2.691 -0.03
C -1.770 -5.988 -1.550 -0.66
C -0.290 -4.476 -2.672 0.46
N 0.286 -3.475 -2.648 -0.48
H -1.185 -7.327 -3.889 0.28
H -0.562 -5.896 -4.724 0.35
H -2.280 -5.987 -4.287 0.32
H -1.714 -7.064 -1.379 0.32
H -2.816 -5.711 -1.719 0.31
H -1.407 -5.471 -0.666 0.08
C -4.289 -0.052 -2.268 -1.62
C -3.214 -0.151 -1.180 0.95
C -3.114 1.188 -0.442 -1.12
C -1.858 -0.565 -1.749 -1.40
H -5.271 0.210 -1.860 0.41
H -4.387 -0.999 -2.803 0.41
H -4.010 0.714 -2.999 0.31
H -3.542 -0.911 -0.462 0.17
H -2.782 1.968 -1.142 0.16
H -2.384 1.131 0.371 0.18
H -4.077 1.500 -0.027 0.44
H -1.498 0.242 -2.409 0.21
H -1.970 -1.459 -2.371 0.41
C 0.368 5.356 -3.196 -1.46
C -0.046 4.762 -1.893 0.74
C -1.026 5.254 -1.080 -0.88
C -1.315 4.559 0.112 0.80
N -0.690 3.444 0.448 0.12
C 0.276 2.971 -0.335 -0.17
S 1.007 1.425 -0.164 -0.55
N 0.618 3.664 -1.471 0.08
C -2.391 5.022 1.034 -1.31
H -0.184 6.270 -3.394 0.37
H 0.179 4.652 -4.009 0.36
H 1.435 5.582 -3.188 0.36
H -1.573 6.142 -1.356 0.41
H 1.227 3.175 -2.117 0.33
H -2.622 6.076 0.892 0.42
H -2.095 4.839 2.065 0.29
H -3.292 4.434 0.844 0.26

[6]
85
Properties=species:S:1:pos:R:3:mulliken_charge:R:1 method="wB97M-V/def2-TZVPD" charge=-2 de_lowest_kj_mol=11.6 multiplicity=2 s_squared=0.772 homo_ev="0.21 / -2.40" orbital_gap_ev="3.20 / 5.80"
Hg -0.303 0.429 -1.699 2.85
O 3.662 2.442 -0.552 -0.74
C 4.434 1.356 -0.440 0.07
C 5.625 1.461 0.283 -0.63
C 6.491 0.388 0.379 -0.32
C 6.180 -0.819 -0.237 -0.71
C 4.978 -0.950 -0.912 -0.34
C 4.091 0.116 -1.020 0.43
C 2.761 -0.039 -1.678 0.58
O 2.108 1.016 -1.995 -0.96
N 2.363 -1.276 -1.888 -1.01
N 1.045 -1.396 -2.253 0.88
C 0.752 -2.425 -2.957 -1.34
C -0.553 -2.840 -3.426 1.06
C -0.581 -3.972 -4.253 -0.72
C -1.741 -4.466 -4.812 -0.74
C -2.944 -3.811 -4.535 -0.36
C -2.965 -2.710 -3.712 -0.64
C -1.785 -2.167 -3.119 0.10
O -1.891 -1.148 -2.352 -0.58
H 2.876 2.153 -1.106 0.37
H 5.849 2.408 0.760 0.40
H 7.412 0.493 0.941 0.34
H 6.873 -1.650 -0.179 0.37
H 4.697 -1.889 -1.369 0.42
H 1.586 -3.065 -3.260 0.12
H 0.359 -4.474 -4.461 0.30
H -1.717 -5.341 -5.449 0.36
H -3.867 -4.178 -4.972 0.36
H -3.897 -2.205 -3.482 0.38
C -2.722 -0.738 1.269 -0.83
C -3.214 0.624 0.887 0.63
C -4.424 1.110 1.434 -0.78
C -4.863 2.352 1.091 -0.96
C -4.098 3.151 0.215 1.20
C -4.500 4.454 -0.138 -0.80
C -3.694 5.210 -0.944 -0.54
C -2.492 4.692 -1.436 -0.68
C -2.064 3.398 -1.161 1.00
S -0.563 2.893 -1.875 -0.63
C -2.889 2.591 -0.293 -1.19
N -2.499 1.343 0.052 0.49
H -3.484 -1.278 1.833 0.48
H -1.816 -0.656 1.872 0.00
H -2.468 -1.287 0.363 -0.06
H -4.980 0.489 2.125 0.44
H -5.788 2.751 1.493 0.33
H -5.434 4.841 0.255 0.31
H -3.981 6.223 -1.204 0.34
H -1.861 5.301 -2.070 0.46
N 1.289 -1.671 5.456 0.05
C 1.279 -1.509 6.819 0.62
C 1.624 -2.341 7.868 -0.93
C 1.490 -1.832 9.165 -0.41
C 1.025 -0.538 9.380 -0.35
C 0.678 0.301 8.326 -0.80
C 0.807 -0.181 7.019 0.39
N 0.553 0.425 5.828 -0.76
C 0.848 -0.475 4.875 -0.19
C 0.738 -0.286 3.482 1.12
C 0.331 0.968 2.939 -0.68
C 0.213 1.122 1.585 -0.88
N 0.443 0.135 0.687 0.58
C 0.853 -1.047 1.185 -0.81
C 1.017 -1.303 2.522 -1.03
H 1.582 -2.485 4.953 0.13
H 1.982 -3.350 7.696 0.34
H 1.752 -2.455 10.012 0.34
H 0.933 -0.175 10.398 0.34
H 0.314 1.307 8.493 0.40
H 0.117 1.783 3.617 0.45
H -0.081 2.077 1.159 0.37
H 1.057 -1.820 0.450 0.33
H 1.351 -2.289 2.827 0.13
Br -0.874 0.637 -9.052 -0.22
C -0.681 0.618 -7.158 0.21
C -1.793 0.779 -6.350 -0.66
C -1.592 0.761 -4.980 -0.34
N -0.400 0.602 -4.419 0.32
C 0.653 0.450 -5.212 -0.37
C 0.572 0.452 -6.597 -0.75
H -2.778 0.914 -6.773 0.42
H -2.424 0.869 -4.292 0.38
H 1.608 0.326 -4.712 0.32
H 1.452 0.326 -7.211 0.44

The DFT total energy results, record by record, are as follows: -2656.50166, -1132.37865, -1513.93809, -5788.39817, -2231.65292, -5315.75715 a.u..